[1]
An isolated molecule of C3H3IO2. Source: the Open Molecules 2025 dataset; level of theory: ωB97M-V/def2-TZVPD.

Computed properties:
* orbital gap: 8.9 eV
* structure (SMILES): O=C(I)[C@@H]1CO1
* highest occupied orbital energy: -9.38 eV
* total charge: 0

Atoms and positions in Å:
H  0.2111  1.4968  1.1123
O  -1.9828  2.6043  -0.1013
O  -0.6061  -0.5104  1.2284
I  -3.6297  -0.2401  0.0156
C  -0.1504  -0.5017  -0.1170
C  -1.7857  1.4479  0.1333
H  0.9613  -0.5880  -0.1129
H  -0.8798  -1.0250  -0.9197
C  -0.5524  0.7080  0.5890

=====

[2]
C11H14BF3N6Pt as an isolated structure. Source: the Open Molecules 2025 dataset; level of theory: ωB97M-V/def2-TZVPD.

Computed properties:
* orbital gap (alpha / beta): 8.1 / 3.5 eV
* highest occupied orbital energy (alpha / beta): -14.76 / -15.60 eV
* spin multiplicity: 5
* total charge: +2

Atoms and positions in Å:
H  0.8093  3.1915  -2.6667
N  1.0508  -0.7331  -1.5490
H  -1.1483  -1.8592  4.0133
C  1.8900  -1.5905  -2.1572
H  3.1947  -3.1733  -1.3670
F  1.2003  1.0862  3.5390
C  1.5395  0.2797  2.4625
H  -3.2404  -0.7040  1.0197
H  -2.5648  -0.1464  -3.2893
C  0.6088  2.8685  0.6269
C  0.8400  3.7264  -0.4622
H  -1.5838  -0.6474  2.8333
H  -0.5094  -1.9574  2.3040
H  0.5688  3.0994  1.6761
C  -2.8532  -0.5328  0.0137
H  -4.5053  -0.7365  -1.4484
C  -2.5010  -0.2295  -2.2113
N  -1.3345  -0.0263  -1.5537
C  -1.3861  -1.6897  2.9643
C  2.4891  -2.3925  -1.1942
N  0.4417  1.6920  -1.2589
F  2.0366  -0.8872  3.0163
H  -2.3031  -2.2377  2.7353
N  0.4206  1.6331  0.1130
B  0.1068  0.4021  -2.0827
C  1.9835  -1.9797  0.0565
N  -1.5571  -0.2107  -0.2070
F  2.5985  0.8716  1.8093
Pt  -0.0221  -0.0166  1.1944
N  1.1394  -0.9498  -0.1930
H  1.0521  4.7731  -0.4366
C  0.7305  2.9580  -1.6103
C  -3.4870  -0.5432  -1.2493
H  2.1936  -2.3180  1.0619
H  0.1274  0.5539  -3.2676
H  1.9739  -1.5742  -3.2349

=====

For reference, ΔE to the lowest compared entry with this formula, charge and spin by record: 43.6; 3.4 kcal/mol.
For reference, strongest force on any atom by record: 3.73; 2.68 eV Å⁻¹.